1.
A single C3H4Cl3OP molecule, computed with the ωB97M-V functional and the def2-TZVPD basis.

The HOMO-LUMO gap comes out at 9.44 eV. The LUMO energy comes out at -0.39 eV. The value obtained for the energy relative to the best compared isomer or geometry (same formula, charge and spin) is 0.0 kcal/mol. The HOMO energy is -9.83 eV. As for the structure (SMILES): C/C(Cl)=C/P(=O)(Cl)Cl. The value obtained for the total energy is -52080.2133 eV.

The geometry in XYZ format:
```
12
Properties=species:S:1:pos:R:3:nbo_charge:R:1
C 0.28630 -0.57056 -0.02572 -0.68
Cl -0.19483 2.07901 -0.14811 0.13
O 2.60144 0.34180 -1.38162 -1.05
H -2.15933 -0.89626 0.06433 0.23
H -2.71674 0.58846 -0.93935 0.24
Cl 2.92666 -2.06412 -0.05261 -0.26
H -2.68904 0.80411 0.76243 0.24
C -2.21863 0.13935 -0.03080 -0.65
P 2.09802 -0.22382 -0.15112 1.77
Cl 2.75564 0.80217 1.52426 -0.27
H 0.01585 -1.52214 0.46599 0.26
C -0.70536 0.52201 -0.08768 0.04
```

2.
A 5-piece molecular cluster, C27H40N5O9P overall, computed with the ωB97M-V functional and the def2-TZVPD basis.

The HOMO-LUMO gap comes out at 7.56 eV. The LUMO energy comes out at -0.60 eV. The HOMO energy is -8.16 eV. As for the structure (SMILES): CC(=O)OCCCCCN(CC(=O)O)C(=O)OCP(=O)(O)O.c1cc[nH]c1.c1cc[nH]c1.c1cc[nH]c1.c1cc[nH]c1. The value obtained for the total energy is -63811.3236 eV.

The geometry in XYZ format:
```
82
Properties=species:S:1:pos:R:3:lowdin_charge:R:1
H -5.20235 -2.90294 -2.12579 0.14
C 0.66126 0.56458 -0.94153 -0.18
H -5.35952 0.25250 -0.90751 0.10
H 1.27909 0.80015 -1.88910 0.15
C -7.51942 2.76303 -0.84433 -0.11
H 2.45166 -7.45968 2.78598 0.09
C -7.41588 -1.79871 -4.13893 -0.11
H 5.09724 6.67817 -0.20236 0.09
C -0.71034 1.36563 -1.09173 -0.16
C -0.21971 2.25346 1.77939 -0.17
H 1.61278 4.34866 5.36594 0.10
C 4.04294 -1.50357 -0.19715 -0.18
N -5.93672 1.83528 0.40406 0.00
H -7.16554 -3.25667 -5.81963 0.09
H 5.76563 6.61417 -2.83223 0.09
O 6.32617 -0.94693 1.39393 -0.33
H -1.18711 1.18274 -2.12744 0.13
H -0.95619 -3.00597 2.61445 0.12
O 3.09115 -0.69595 -0.94095 -0.12
H 1.31752 0.91330 -0.06379 0.11
O 4.08103 -0.57400 2.65786 -0.18
H 5.37175 -5.45881 0.53092 0.15
H 5.59693 2.67864 -1.37873 0.13
C 2.28172 -6.03237 1.06982 -0.12
C -6.85952 2.84635 0.35722 -0.14
C 1.89038 -1.42561 -1.26188 -0.40
H 4.89190 -1.76535 -0.93415 0.14
C -0.99699 -2.21065 0.77281 -0.37
H 3.20661 -4.70526 -0.48123 0.09
H -5.25524 -4.30841 -4.20026 0.11
C 3.26279 -5.39528 0.34819 -0.15
H 3.56473 -2.45427 0.23196 0.11
O -0.31667 2.98562 3.05027 -0.06
C 0.38529 -1.42365 0.53796 -0.06
N 4.47476 -5.77504 0.86221 0.01
C 1.33270 3.27406 5.10053 0.01
O 5.05228 1.19712 0.67675 -0.18
H 5.11567 -7.07157 2.43059 0.11
N 5.55770 3.68476 -1.41333 0.00
H 4.15539 1.58963 0.52898 0.07
C -5.90272 -3.45891 -4.04484 -0.14
C 5.64345 5.76742 -2.17321 -0.12
C -6.97956 1.65748 -1.54703 -0.11
C 5.29456 5.80082 -0.80030 -0.11
H -0.47628 2.48400 -1.05977 0.11
O -1.51170 -2.37460 2.10577 0.02
H 6.06765 3.98951 -3.46308 0.10
C -6.00688 1.10226 -0.75149 -0.16
H 0.72815 1.60076 1.88273 0.10
H -2.26809 -0.01879 -0.23970 0.11
C 4.27813 -6.65134 1.89511 -0.14
H 2.15945 2.53710 5.35504 0.09
H -2.35499 1.70779 2.05263 0.12
C 5.80298 4.44883 -2.52287 -0.14
P 4.89469 -0.44134 1.14411 0.67
C -6.87508 -2.90471 -4.84082 -0.12
H -6.86203 -1.02452 -2.11492 0.07
H 3.15989 -0.25065 2.48443 0.05
H -6.96540 3.53673 1.18013 0.11
O 2.00950 -2.53729 -1.83956 0.10
C 5.25197 4.50170 -0.35712 -0.15
H -8.20148 -1.13818 -4.47506 0.09
H -1.27125 0.23931 2.05832 0.10
C -1.84089 1.02631 -0.00936 -0.18
H 1.21780 -5.93707 0.90862 0.09
C 0.99867 3.28770 3.51597 -0.40
N 0.52843 -0.92937 -0.88895 -0.01
N -5.83337 -2.72568 -2.89049 0.01
H 0.57658 -0.60001 1.31045 0.12
C -6.75619 -1.71478 -2.93728 -0.14
H -0.04951 3.02940 0.96569 0.14
O 1.95093 3.60855 2.75796 0.03
O -1.68626 -2.66272 -0.15904 0.09
H -8.30470 3.42392 -1.17989 0.09
H -7.27058 1.30634 -2.52606 0.09
C 2.92550 -6.82740 2.04988 -0.11
H 0.37713 2.94794 5.63285 0.08
H 1.21290 -2.21052 0.72411 0.14
H -2.71725 1.75063 -0.22075 0.11
C -1.43407 1.24940 1.52609 -0.15
H 5.03000 4.08891 0.61551 0.10
H -5.30596 1.65788 1.16843 0.14
```

3.
C11H26N8PS2Tb as an isolated structure, computed with the ωB97M-V functional and the def2-TZVPD basis.

The HOMO-LUMO gap (alpha / beta) comes out at 6.47 / 6.63 eV. The spin multiplicity is 7. The LUMO energy (alpha / beta) comes out at -13.43 / -13.27 eV. The value obtained for the energy relative to the best compared isomer or geometry (same formula, charge and spin) is 5.5 kcal/mol. The HOMO energy (alpha / beta) is -19.89 / -19.90 eV. The value obtained for the total energy is -77105.4887 eV. Its net charge is +4.

The geometry in XYZ format:
```
49
Properties=species:S:1:pos:R:3:mulliken_spin:R:1
H -1.08070 4.09179 2.39521 0.00
H -3.05183 -0.82945 -2.80423 0.00
C -1.12043 4.03362 0.28572 0.00
N -2.92455 -1.82584 -2.88453 0.00
H -1.21364 -4.13418 -1.51213 0.00
H 2.97790 -4.21705 1.60079 0.00
Tb 1.02508 -1.67519 0.60873 6.08
N 3.28413 -1.87263 5.01645 0.00
H -1.19024 1.74655 -1.07393 0.00
H 2.78812 2.26760 -0.12934 0.00
H 0.75935 5.39604 1.69767 0.00
C -3.73398 -2.56795 -3.88955 0.00
H -4.67601 -2.85968 -3.42634 0.00
N -1.83001 -3.70497 -2.17624 0.00
S 1.70520 -0.95234 3.13476 -0.01
P 0.60315 1.37484 0.56008 -0.07
H 2.63031 2.29211 1.62575 0.00
H -3.95343 -1.88615 -4.70504 0.00
H -2.09574 3.55383 0.23584 0.00
C -2.52375 -4.59402 -3.15160 0.00
N -0.25494 3.60476 -0.76117 0.00
H 4.03741 -3.06437 1.16015 0.00
N 3.18063 -3.22174 1.69065 0.01
H -1.45495 1.79591 1.83493 0.00
H -3.38128 -5.04937 -2.65835 0.00
H 1.34785 4.03825 2.67935 0.00
C 2.10680 2.49035 0.69135 0.00
C -2.94492 -3.77660 -4.35513 0.00
N 1.69026 3.87886 0.62053 0.00
H 3.98954 -2.44858 5.46217 0.00
H 2.85808 -1.15886 5.59179 0.00
H -1.24831 5.11432 0.27345 0.00
H -3.55451 -4.38539 -5.01836 0.00
C -0.19394 2.16484 -0.93982 0.00
C 2.91413 -2.02849 3.77079 0.00
H 1.69549 3.92217 -1.48115 0.00
H -2.06736 -3.45418 -4.91857 0.00
C 1.06371 4.23939 -0.65500 0.00
H -1.83133 -5.38418 -3.42838 0.00
N -0.50046 3.68125 1.65777 0.00
H 0.94978 5.32043 -0.70738 0.00
H -0.03128 1.99657 2.85688 0.00
H 0.39376 1.92009 -1.82415 0.00
H 4.18091 -3.59615 3.46144 0.00
C -0.44223 2.19369 1.86828 0.00
N 3.47429 -2.99907 3.04592 0.00
C -2.04744 -2.40918 -2.10298 0.01
C 0.90740 4.31872 1.72488 0.00
S -1.21601 -1.34038 -0.94794 -0.02
```

Q: total energy of number 2 (C27H40N5O9P)?
A: -63811.3236 eV

Q: The highest total energy belongs to which entry?
A: C3H4Cl3OP

Q: What is the total energy in the first record?
A: -52080.2133 eV